Record 1
DFT (ωB97M-V/def2-TZVPD) results for C12H12Br18O4S as an isolated structure.

Orbital gap ... 0.3263 Eh
Highest occupied orbital energy ... -9.601 eV

The geometry in ORCA input format:
```
! wB97M-V def2-TZVPD RIJCOSX def2/J DEFGRID3
* xyz 0 1
C 3.86628 -0.29341 -2.35291
C 3.15823 -1.14866 -3.37494
O 2.03169 -0.51971 -4.01618
C 1.18645 0.09272 -3.20335
C 0.45364 -0.38540 -2.19779
S 0.32875 -2.00159 -1.54653
C -0.28771 0.77607 -1.61474
O -1.30807 0.78727 -0.98684
O 0.44342 1.90237 -1.99700
C 0.89436 1.58398 -3.26944
O 0.96268 2.32503 -4.20341
H 3.27377 -0.05485 -1.47743
H 4.27686 0.61543 -2.76953
H 4.70257 -0.88374 -1.99903
H 3.85992 -1.34898 -4.17212
H 2.90899 -2.10219 -2.93057
H -0.57448 -2.55523 -2.36673
C -3.41115 -4.13961 -0.69325
Br -5.14353 -4.48207 -1.45876
Br -2.04020 -5.21907 -1.52041
Br -2.95424 -2.27475 -0.74254
H -3.45853 -4.43045 0.34513
C -2.19898 0.67023 2.55024
Br -1.59486 2.26607 3.44537
Br -1.52058 -0.92050 3.40919
Br -4.11918 0.62698 2.39142
H -1.79387 0.68988 1.54805
C -2.20117 4.86518 6.69955
Br -2.46894 3.22647 7.67158
Br -2.05507 6.38006 7.87739
Br -0.68890 4.74218 5.51437
H -3.07504 5.01922 6.08510
C 2.17359 -3.16334 2.54821
Br 3.64455 -4.08095 3.38280
Br 2.77086 -1.63830 1.53191
Br 1.11167 -4.35210 1.47067
H 1.53784 -2.79034 3.33696
C -8.01818 1.81212 2.58433
Br -9.92861 1.84386 2.34790
Br -7.37964 0.02137 2.90966
Br -7.11114 2.64227 1.10477
H -7.79583 2.39370 3.46578
C 7.52426 0.82324 -4.68525
Br 9.00052 -0.05673 -5.54908
Br 5.83501 0.32048 -5.46196
Br 7.53827 0.53280 -2.78075
H 7.64373 1.88303 -4.84982
*
```


Record 2
DFT (ωB97M-V/def2-TZVPD) results for C35H80N4NbO8 as an isolated structure.

Orbital gap ... 0.2411 Eh
Highest occupied orbital energy ... -4.596 eV
Relative energy (zero: lowest compared OMol25 entry of this formula, charge and spin) ... 104.07 kcal per mole

The geometry in ORCA input format:
```
! wB97M-V def2-TZVPD RIJCOSX def2/J DEFGRID3
* xyz -1 1
C 2.48915 2.64576 5.59385
C 3.97366 2.10474 5.33412
C 4.07415 0.55890 4.91651
C 3.07943 0.09768 3.74438
C 2.37445 -1.35507 4.01459
Nb 0.97473 -1.41245 5.81580
C -0.23156 0.32236 4.90659
C -0.75807 1.51085 5.78047
C -1.52623 2.65611 5.07942
C -1.78252 2.64244 3.55176
C -1.29899 1.44817 2.69930
C -0.52216 0.28276 3.35902
H 2.45201 3.76742 5.86435
H 1.76222 2.49826 4.73075
H 2.06501 2.08361 6.49546
H 4.48921 2.82489 4.59996
H 4.53060 2.20080 6.34431
H 5.14959 0.40463 4.51309
H 4.01896 -0.11905 5.84908
H 3.72687 -0.06612 2.79707
H 2.29051 0.86488 3.45039
H 1.79715 -1.62273 3.05112
H 3.18678 -2.14771 4.15652
H 1.98423 -0.15805 6.70805
H -0.08981 -1.46129 7.28505
H -0.11111 -2.64579 5.00391
H 2.05731 -2.73058 6.51829
H -0.55559 1.54539 6.90287
H -1.87439 3.52770 5.72953
H -2.33248 3.49200 3.02968
H -1.49331 1.43499 1.57840
H -0.16833 -0.58928 2.71941
C 0.31685 -5.52354 -2.48561
O -0.02005 -6.35821 -1.38760
C 1.06653 -7.15335 -0.91281
C 1.56993 -6.64922 0.43942
N 2.25698 -5.36571 0.31664
C 2.49350 -4.68288 1.59275
C 1.27386 -4.31446 2.45213
O 0.45444 -3.29288 1.89252
C -0.46917 -3.73998 0.91512
H -0.60895 -5.13275 -2.90736
H 0.93172 -4.68014 -2.16679
H 0.83648 -6.08840 -3.26563
H 1.88023 -7.21848 -1.64538
H 0.67437 -8.16642 -0.77721
H 2.25962 -7.38391 0.86706
H 0.70163 -6.57205 1.09999
H 1.70653 -4.74897 -0.26877
H 3.02706 -3.75643 1.35783
H 3.17773 -5.29352 2.19334
H 1.65699 -3.90040 3.39064
H 0.67205 -5.18431 2.73618
H -0.84512 -4.74469 1.12492
H -0.01451 -3.69714 -0.07559
H -1.31814 -3.04997 0.90966
C -2.25900 7.59675 -1.95065
O -3.26688 8.30738 -1.24468
C -4.58841 7.83154 -1.49405
C -5.14207 7.09122 -0.27734
N -4.46378 5.81353 -0.07034
C -4.72036 5.19667 1.23293
C -4.32130 5.98212 2.49293
O -2.91617 6.12163 2.67321
C -2.32430 7.17185 1.92548
H -1.33043 8.15950 -1.87033
H -2.09826 6.60707 -1.51892
H -2.51181 7.50331 -3.01123
H -4.64027 7.21362 -2.39849
H -5.21053 8.71436 -1.67216
H -6.21247 6.90956 -0.41721
H -5.01861 7.75053 0.58671
H -3.46385 5.95095 -0.15727
H -4.17324 4.24860 1.24359
H -5.78507 4.94318 1.29633
H -4.66964 5.40343 3.35498
H -4.82109 6.95407 2.56682
H -2.99113 8.03039 1.81152
H -2.00269 6.80132 0.95190
H -1.42667 7.50200 2.45616
C -0.63666 -9.96456 -3.30471
O -1.99793 -10.05231 -3.69588
C -2.71488 -8.82491 -3.55738
C -3.01791 -8.20662 -4.92186
N -1.80787 -7.69954 -5.56706
C -1.97108 -7.37579 -6.98570
C -2.39658 -8.50391 -7.93962
O -1.40611 -9.50763 -8.13573
C -1.35176 -10.49582 -7.11851
H -0.23930 -10.97720 -3.23590
H -0.04902 -9.41459 -4.04235
H -0.53878 -9.49077 -2.32368
H -2.19458 -8.11611 -2.90187
H -3.66497 -9.07167 -3.07385
H -3.72816 -7.38320 -4.79788
H -3.49616 -8.98069 -5.52912
H -1.07399 -8.39342 -5.48869
H -1.00597 -6.99273 -7.33245
H -2.68540 -6.54894 -7.07482
H -2.54986 -8.05012 -8.92455
H -3.35748 -8.95341 -7.66758
H -2.33596 -10.71594 -6.69762
H -0.65804 -10.18804 -6.33613
H -0.95326 -11.41444 -7.55862
C 3.63255 6.78361 1.42498
O 4.39673 6.90315 0.23314
C 4.73134 5.65051 -0.36392
C 3.93459 5.42140 -1.64793
N 2.52067 5.17861 -1.36997
C 1.65198 5.25329 -2.54575
C 1.60210 6.57706 -3.32677
O 0.98004 7.64796 -2.62360
C 1.82153 8.31841 -1.69731
H 3.61773 7.75763 1.91384
H 2.60321 6.49318 1.20745
H 4.08401 6.06254 2.11244
H 4.61194 4.81591 0.33684
H 5.79316 5.70254 -0.62369
H 4.34669 4.55972 -2.18238
H 4.06897 6.30765 -2.27528
H 2.19281 5.86112 -0.69701
H 0.63721 5.03299 -2.19885
H 1.92837 4.44686 -3.23503
H 0.97535 6.40503 -4.20844
H 2.58020 6.88233 -3.71340
H 2.86077 8.36054 -2.03234
H 1.75089 7.84432 -0.71843
H 1.45480 9.34296 -1.58542
*
```


Record 3
DFT (ωB97M-V/def2-TZVPD) results for C27H51Br2Cl18F3N3O as an isolated structure.

Orbital gap ... 0.2790 Eh
Highest occupied orbital energy ... -11.600 eV

The geometry in ORCA input format:
```
! wB97M-V def2-TZVPD RIJCOSX def2/J DEFGRID3
* xyz 1 1
C -0.01382 1.49365 6.39669
O -0.67690 2.75408 6.37126
C -0.53241 3.43080 5.12949
C -1.74597 3.25797 4.13653
C -2.46405 1.85998 4.23256
C -1.74684 0.92067 3.17069
C -1.63993 -0.58954 3.58635
C -1.82236 -1.52690 2.30755
C -0.82783 -2.72795 2.27273
C -0.65726 -3.47733 0.89989
C -1.24261 -2.78921 -0.38345
C -0.21540 -1.87502 -1.17841
C 0.02250 -0.44938 -0.58204
C -1.08533 0.67489 -0.72234
C -2.47790 0.17735 -1.23280
C -3.45804 1.36660 -1.60803
F -2.95671 2.59844 -1.19264
Br -3.91610 1.36204 -3.52533
C -4.82513 1.12350 -0.83371
F -5.76145 2.06660 -1.15841
F -4.66544 1.17237 0.51601
Br -5.61161 -0.61158 -1.38069
C 0.86369 -0.31249 0.75429
N 2.21758 0.27251 0.39721
C 1.91572 0.96890 -0.81181
N 2.34445 2.20264 -1.12643
N 1.11523 0.09071 -1.50278
H 0.69226 1.32590 5.55033
H -0.71828 0.62248 6.43906
H 0.59533 1.44199 7.33604
H 0.43853 3.20748 4.60765
H -0.47414 4.52417 5.37414
H -1.33837 3.44268 3.10566
H -2.44946 4.10181 4.33706
H -3.49800 2.02934 3.83587
H -2.46694 1.43157 5.25386
H -2.28870 1.05562 2.20193
H -0.72515 1.36955 3.01855
H -2.40529 -0.81200 4.36460
H -0.61138 -0.77282 3.99556
H -1.80979 -0.86392 1.41268
H -2.86562 -1.93062 2.38994
H -1.19660 -3.47463 3.02095
H 0.17296 -2.39539 2.65220
H -1.10569 -4.49258 0.98178
H 0.44111 -3.63361 0.72123
H -2.23031 -2.29111 -0.23337
H -1.46587 -3.62591 -1.10023
H 0.76754 -2.41161 -1.12366
H -0.46705 -1.83553 -2.26987
H -0.73811 1.45520 -1.44998
H -1.23073 1.23513 0.23851
H -2.97375 -0.32696 -0.36381
H -2.43368 -0.52778 -2.08845
H 1.14857 -1.38210 0.94210
H 0.38277 0.18570 1.61811
H 2.44279 0.95863 1.12228
H 3.28528 2.41767 -1.47931
H 1.72007 2.98332 -0.94649
H 0.82004 0.35819 -2.44079
C 5.69313 -1.40956 -0.58513
Cl 5.75429 -3.15510 -0.31735
Cl 4.19525 -0.70008 0.07173
H 6.54879 -0.94968 -0.09721
H 5.73061 -1.21813 -1.65409
C 4.91487 3.60355 -4.34928
Cl 4.92649 2.86571 -2.73555
Cl 5.18512 2.39533 -5.60388
H 3.95026 4.07424 -4.51359
H 5.70428 4.34730 -4.39718
C 0.87521 -4.99906 5.45476
Cl 0.92756 -3.24008 5.63004
Cl -0.33142 -5.49172 4.25879
H 1.85137 -5.34960 5.13384
H 0.61994 -5.44020 6.41337
C 6.98703 -5.14670 -3.33045
Cl 7.26819 -3.51543 -3.95333
Cl 8.45489 -6.12539 -3.40156
H 6.66111 -5.07544 -2.29745
H 6.21711 -5.62287 -3.93009
C -1.41721 2.22958 -6.61755
Cl -2.14378 0.63108 -6.42400
Cl -0.01330 2.43090 -5.55691
H -1.09887 2.34896 -7.64853
H -2.15665 2.98478 -6.36811
C 7.29764 -0.29486 -7.92609
Cl 8.82841 0.53789 -8.21374
Cl 7.35300 -1.25476 -6.44198
H 6.50723 0.44448 -7.83726
H 7.09379 -0.95536 -8.76336
C -3.12957 5.82185 -0.06689
Cl -1.95152 6.58666 1.00756
Cl -3.42661 6.81419 -1.49698
H -2.74462 4.85616 -0.37812
H -4.06369 5.68952 0.47226
C -1.90841 -8.51921 2.85617
Cl -1.72025 -9.90997 1.78440
Cl -2.69391 -7.16739 2.02700
H -2.51752 -8.80986 3.70671
H -0.92727 -8.20056 3.19476
C -6.87851 5.30514 -2.18195
Cl -7.00241 6.77897 -1.21882
Cl -7.99449 5.32949 -3.55004
H -5.86331 5.21866 -2.55976
H -7.11265 4.45239 -1.55169
*
```